{
  "formula": "C18H18N8O4S",
  "method": "ωB97M-V with the def2-TZVPD basis set",
  "smiles": "Cc1noc(NS(=O)(=O)c2ccc(NCc3cnc4nc(N)[nH]c(=O)c4n3)cc2)c1C",
  "lumo_ha": -0.0356,
  "homo_lumo_gap_ev": 7.31,
  "total_charge": 0,
  "e_above_lowest_kj_mol": 256.5,
  "homo_ha": -0.3042,
  "molar_mass_da": 442.46,
  "e_tot_ha": -1833.77741,
  "elements": ["S", "O", "O", "O", "O", "N", "N", "N", "N", "N", "N", "N", "N", "C", "C", "C", "C", "C", "C", "C", "C", "C", "C", "C", "C", "C", "C", "C", "C", "C", "C", "H", "H", "H", "H", "H", "H", "H", "H", "H", "H", "H", "H", "H", "H", "H", "H", "H", "H"],
  "positions_angstrom": [[3.879, -1.529, -1.428], [3.579, -2.612, -2.362], [-3.708, 4.634, -0.513], [4.550, -0.453, -2.168], [4.790, -0.152, 1.252], [-6.627, 2.604, -2.501], [-7.159, 4.634, -3.449], [-5.986, 0.589, -1.852], [4.905, -2.088, -0.285], [4.960, -0.112, 2.623], [-3.549, 1.669, -0.730], [-5.389, 4.446, -1.994], [-1.669, 0.164, 0.367], [-5.033, -0.182, -1.186], [2.255, -0.931, -0.719], [5.243, -1.519, 4.607], [4.857, -1.458, 0.950], [5.122, -2.215, 2.080], [-0.320, -0.190, 0.079], [5.448, -3.693, 2.161], [-2.820, -0.637, 0.007], [1.386, -1.870, -0.102], [-3.778, 0.338, -0.671], [4.937, -1.270, 3.211], [-4.609, 2.397, -1.036], [-4.432, 3.825, -1.199], [0.132, -1.530, 0.253], [1.861, 0.476, -0.828], [0.584, 0.854, -0.377], [-6.405, 3.854, -2.613], [-5.759, 1.861, -1.766], [4.876, -3.131, -0.266], [5.500, -0.629, 5.178], [-2.503, -1.415, -0.644], [5.950, -3.916, 3.098], [6.056, -4.118, 1.347], [0.169, 1.835, -0.398], [-4.971, 5.273, -2.359], [4.452, -2.114, 5.109], [2.546, 1.188, -1.257], [-1.862, 1.135, 0.385], [-6.675, 5.152, -4.159], [-3.264, -1.114, 0.953], [-5.300, -1.229, -1.029], [-8.170, 4.565, -3.427], [4.544, -4.263, 2.229], [1.823, -2.755, 0.275], [-0.605, -2.301, 0.487], [6.191, -2.068, 4.666]]
}